A molecular structure, C12H12MoO8P3Se2. Source: the Open Molecules 2025 dataset; level of theory: wB97M-V/def2-TZVPD.

Element x y z (Å)
C -1.50764 0.56934 -2.95519
O 2.68106 2.10484 2.63701
C -3.17214 -0.64146 -4.23369
O 4.70886 -0.16236 -0.59859
H -3.85494 -2.49216 -3.37009
H -0.76654 -2.14006 1.88731
P -0.46544 -0.30826 -0.47439
O 2.64946 -0.16236 -2.18979
C -3.24504 -0.26806 3.25251
H -3.89754 -0.24906 4.11591
H -0.86054 1.42914 -2.85499
C -2.48634 0.71794 1.17531
O 3.90086 0.40984 3.77381
O 2.53016 -0.16236 1.58681
C -3.32884 0.74204 2.29071
C -2.32674 0.46164 -4.08379
C -2.38194 -1.53316 -2.12529
H -2.55974 1.50504 0.43531
O 4.66746 1.31794 1.49401
Se 0.81366 1.61994 -0.47929
C -1.55444 -0.31696 1.01471
H -3.80544 -0.72326 -5.10759
H -2.41094 -2.30966 -1.37129
H -2.30614 1.23354 -4.84219
Mo 2.64946 -0.16236 -0.47929
C -1.47444 -1.32986 1.98411
P 3.47246 0.71354 2.35681
Se 0.77366 -2.00066 -0.47929
H -4.04654 1.54354 2.40921
C -2.31854 -1.30296 3.09911
H -2.25444 -2.08506 3.84451
O 6.77736 -0.15506 1.05301
O 6.10816 1.75834 -0.39989
P 5.55606 0.49354 0.45871
H 5.49066 1.69524 -1.15039
H 2.97656 2.25724 3.55141
C -1.53154 -0.42926 -1.97079
C -3.19984 -1.63846 -3.25449

Charge: -1
Energy above the lowest of the compared OMol25 structures with the same formula, charge and spin (eV): 0.0000
LUMO level (spin up / spin down) (eV): 2.26 / 2.26
DFT total energy (eV): -189444.3999
Orbital gap (spin up / spin down) (Eh): 0.260 / 0.260
HOMO energy (spin up / spin down) (eV): -4.81 / -4.81

natural (NBO) atomic charge list, values in e, 2 entries: -0.213 -1.015

A molecular structure, C15H36IrN6S5. Source: the Open Molecules 2025 dataset; level of theory: wB97M-V/def2-TZVPD.

Element x y z (Å)
H 2.45788 6.36167 -1.80347
S 4.41445 -0.38120 0.29730
C -1.09686 -1.29376 2.62667
C 1.75508 5.54454 -1.95642
H 1.76159 -2.51260 -2.76144
N 0.30325 -1.48389 2.20119
H 1.99299 5.07538 -2.91057
C 1.00186 -2.71856 2.63099
H -2.03082 -2.93329 1.59999
H -1.24530 -0.21713 2.73841
N 0.13108 -1.32283 -2.21901
H 0.88783 -4.65080 -1.92766
H 1.80029 -3.48836 -0.15194
C 0.68571 -2.63398 -2.62565
C 1.87778 4.55004 -0.81640
C -2.56672 -2.20372 -0.70972
S 3.60336 1.21119 1.38096
S -0.77493 1.46746 -0.60488
H -0.22797 6.74120 2.20158
H 1.05564 -2.72455 3.72506
H -0.23100 5.75926 -0.12598
C -2.08088 -1.84668 1.61509
H -2.24384 -2.95770 -2.68943
H -1.59957 3.37446 0.90893
N 0.98695 3.39529 -0.96463
H 0.27928 -2.93059 -3.59697
H -1.47098 -0.02465 -2.43081
C 0.39623 -3.72519 -1.61202
H 1.69993 5.00061 0.15820
H 0.83065 -0.73522 2.63665
H -2.31600 -3.23356 -0.46414
H -3.10131 -1.59206 1.91817
C -2.35226 -1.98016 -2.21608
H -1.80153 5.65136 0.62171
H -2.15112 -0.40706 0.18163
H -0.93620 -4.19251 0.52061
S 2.92208 -1.18863 -0.71322
H 1.13431 -4.80121 2.54850
H -3.26823 -1.57075 -2.64634
S 1.63889 1.07892 1.23053
H 2.89034 4.14180 -0.78333
C -1.25006 -1.05411 -2.70024
H -0.49338 -4.25900 2.75676
H -0.73696 5.18941 2.85719
N -0.81720 3.84823 0.48333
Ir 0.62119 -0.88055 -0.00927
N -1.80321 -1.36262 0.24501
C -0.17982 5.66405 2.04993
H -0.67104 -3.93788 -1.59009
N 0.79450 -3.36467 -0.23536
H -1.24177 -1.09562 -3.79481
H 1.28398 2.69319 -1.62410
H 2.02623 -2.61127 2.26446
H -3.63223 -2.10435 -0.48077
H 0.70581 -0.61052 -2.66165
C -0.77028 5.30272 0.69895
H -1.27235 -1.75099 3.60506
H 0.38801 -5.31557 0.44984
C 0.42126 -4.05325 2.19676
C -0.12967 3.06680 -0.33282
H 0.75303 5.96467 -2.03491
C 0.13037 -4.28366 0.71150
H 0.86168 5.35248 2.13318

Charge: +2
<S²>: 8.78
Energy above the lowest of the compared OMol25 structures with the same formula, charge and spin (eV): 1.5649
LUMO level (spin up / spin down) (eV): -5.20 / -7.85
Multiplicity: 6
DFT total energy (eV): -82080.5195
Orbital gap (spin up / spin down) (Eh): 0.292 / 0.241
HOMO energy (spin up / spin down) (eV): -13.14 / -14.41

natural (NBO) atomic charge list, values in e, 2 entries: 0.243 0.169

C3H5N3O2S in the gas phase. Source: the Open Molecules 2025 dataset; level of theory: wB97M-V/def2-TZVPD.

Element x y z (Å)
N -0.62143 0.79260 -1.57269
N 1.71087 0.56156 1.96197
H -2.04431 0.63457 -0.09713
C -1.35709 0.00737 -0.51112
H 0.03013 0.94935 0.70909
C 0.90140 0.32773 1.05584
C 0.62960 -1.01936 0.41944
S -1.72094 -1.67127 -1.12768
O 0.37193 0.24712 -2.08087
H 1.70958 1.42734 2.33247
H 1.26924 -1.23483 -0.50085
O -1.02236 1.91128 -1.79074
N -0.73833 -1.03915 0.17301
H 0.88170 -1.89433 1.02928

Charge: 0
<S²>: 2.01
Energy above the lowest of the compared OMol25 structures with the same formula, charge and spin (eV): 5.0408
LUMO level (spin up / spin down) (eV): -0.20 / -2.91
Multiplicity: 3
DFT total energy (eV): -22583.9662
Orbital gap (spin up / spin down) (Eh): 0.237 / 0.274
HOMO energy (spin up / spin down) (eV): -6.65 / -10.37

natural (NBO) atomic charge list, values in e, 2 entries: 0.474 -0.578

C3H5NO2 in the gas phase. Source: the Open Molecules 2025 dataset; level of theory: wB97M-V/def2-TZVPD.

Element x y z (Å)
H 2.28146 -0.31530 1.13051
O 1.88623 -0.43449 -0.92185
H 0.08778 -0.51245 -1.19264
C -1.93833 -0.04916 -0.48986
H 1.56272 1.14880 0.43974
C 0.20704 0.02903 0.63994
H -2.34201 -0.34801 -1.46935
C 1.63499 -0.02728 0.27547
H -0.22707 0.36139 1.57798
O -2.60372 0.36574 0.42137
N -0.54909 -0.21827 -0.41130

Charge: 0
Energy above the lowest of the compared OMol25 structures with the same formula, charge and spin (eV): 3.0836
LUMO level (eV): -0.79
DFT total energy (eV): -8774.6111
Orbital gap (Eh): 0.295
HOMO energy (eV): -8.81

natural (NBO) atomic charge list, values in e, 2 entries: 0.189 -0.787

4 unconnected molecules or ions with the total composition C31H67N4O. Source: the Open Molecules 2025 dataset; level of theory: wB97M-V/def2-TZVPD.

Element x y z (Å)
H -5.21067 1.31257 2.73434
H -1.11741 -0.96494 -4.48662
C -2.45320 -2.27276 -0.80013
C 5.53958 1.51799 -6.83424
H 4.45787 -0.84682 -3.09298
H -3.31918 -0.30061 -0.11913
H 3.27796 0.99523 -1.84747
N 1.74003 2.47059 2.92285
C 7.26619 1.33550 -3.66067
C -6.65553 -0.08541 3.46050
H 6.60667 1.70974 -6.69902
H -6.29664 1.98737 3.89571
H -5.52069 -0.93719 6.60620
H -4.28967 -1.14536 4.69514
C 6.55961 0.17427 -4.36132
C 4.13919 1.19119 -2.49331
H 5.42075 0.57866 -7.37958
C 0.05291 2.21327 1.02046
C 2.92489 3.08765 2.33666
H 5.14023 2.32072 -7.45913
H -2.29576 -0.99724 3.20777
H -4.54415 -1.60606 -0.39525
C -1.92369 -1.26617 -3.74280
H 5.02039 1.19317 -1.85153
C -0.08777 2.69007 4.60213
H -3.83705 -0.75952 -1.85945
H 7.06193 2.29669 -4.13764
O -2.14456 -4.38845 -1.73506
C 0.94606 3.38963 3.72733
H 3.35103 -5.67913 -1.97728
H 3.72695 1.43082 -5.73817
H 3.22082 -0.02615 -3.99104
N -4.67424 0.94605 4.70728
H 8.34781 1.17977 -3.70030
H 0.48496 -1.67358 -3.22798
H -1.19730 -0.43043 -0.67323
H -2.54203 0.74276 3.02456
C 2.71231 4.20921 1.31972
C 0.23339 -2.18680 -1.07446
H -6.97801 0.03671 6.32830
H 0.03035 -4.13469 0.12165
C 0.03991 -2.53266 -2.62454
H -3.73601 -0.40458 2.38397
H 0.37653 1.91446 5.21619
H 0.43940 4.14316 3.10921
H 1.19750 -2.90445 0.76901
N -2.41359 -3.14081 -2.00933
H -0.59117 2.97668 1.46275
C 4.22467 0.11043 -3.57124
H 0.59568 2.65658 0.18578
H -3.75524 -3.88758 0.17837
H -5.66184 2.09966 6.14668
H -2.85814 -1.46900 -4.36799
H 2.35329 3.82682 0.36394
C -1.49374 -2.63931 -3.06498
H 6.99235 1.40404 -2.60834
C -5.11786 1.15164 6.08169
H -0.55590 3.41354 5.27415
C -5.70431 1.09045 3.68661
H 4.00719 2.19012 -2.91442
H 6.69713 -0.73329 -3.76426
H -7.20524 0.06612 2.52738
H -6.04894 0.24210 7.80104
H 3.53503 3.48666 3.15495
H 0.83304 -0.01680 -1.08844
H -4.22731 1.29928 6.70323
N 5.14626 0.33031 -4.67997
C -1.08132 -1.53558 -0.45185
H 2.06742 -1.09136 -1.90216
H 0.40918 0.89698 2.66604
H 1.92677 -1.04634 -0.03867
H 4.95845 2.42786 -4.97637
H -6.12768 -1.03770 3.37185
C 1.36559 -1.02658 -1.02116
C 2.08325 -4.06416 -0.83927
H -3.17436 -2.57693 1.29570
H -0.92130 -4.65866 -3.97577
C 2.80284 -4.87331 -1.41820
C -3.05087 -0.20653 3.21227
H 3.66545 4.70874 1.12243
H 1.61530 3.93668 4.39967
C 0.81109 -3.38544 -0.19437
C -2.85312 -3.23732 0.42881
H -0.96717 -1.60832 0.68607
H -2.05767 -0.40338 -3.02758
H 0.55634 -3.47336 -2.97106
H -7.39512 -0.17028 4.25595
H -0.60151 1.44209 0.60368
H 2.01638 4.96997 1.67921
C -3.77234 -0.18675 4.55383
H -1.99136 -3.87185 0.78082
C 4.79588 1.47856 -5.50462
C 0.99639 1.58028 2.04240
H 3.54709 2.31087 1.87982
C -5.96355 0.05356 6.72679
H -3.00171 -0.13123 5.32999
H 1.69685 0.92427 1.51472
C -1.53996 -3.73910 -4.24673
H -0.88361 2.23420 4.00809
H -2.60066 -4.12669 -4.41080
H -1.07318 -3.31059 -5.18162
H 7.09691 -0.03480 -5.29238
C -3.59777 -1.14975 -0.82978

Charge: 0
<S²>: 0.75
LUMO level (spin up / spin down) (eV): 0.62 / 0.03
Multiplicity: 2
DFT total energy (eV): -41235.1782
Orbital gap (spin up / spin down) (Eh): 0.322 / 0.300
HOMO energy (spin up / spin down) (eV): -8.14 / -8.14

Mulliken atomic charge list, values in e, 2 entries: 0.327 0.448

A molecular structure, C3H8NOS. Source: the Open Molecules 2025 dataset; level of theory: wB97M-V/def2-TZVPD.

Element x y z (Å)
C -0.84367 0.27086 -0.10788
O -2.43601 -1.37865 0.15818
S 0.94375 -0.71229 0.94361
H 2.39082 0.39664 -0.57342
N -1.57868 0.87981 1.01966
H -1.46780 0.34120 1.83221
H 3.03322 -1.11140 0.20993
H -2.61668 0.73337 0.87521
H -0.41856 0.86245 -0.76310
C 2.15447 -0.60856 -0.34962
H -1.36061 -1.53969 -1.34189
H 1.71583 -0.85757 -1.28429
H -1.26892 1.84069 1.14216
C -1.55564 -0.94048 -0.52538

Charge: +1
<S²>: 2.01
Energy above the lowest of the compared OMol25 structures with the same formula, charge and spin (eV): 0.0000
LUMO level (spin up / spin down) (eV): -3.45 / -7.12
Multiplicity: 3
DFT total energy (eV): -17602.0764
Orbital gap (spin up / spin down) (Eh): 0.303 / 0.261
HOMO energy (spin up / spin down) (eV): -11.70 / -14.21

natural (NBO) atomic charge list, values in e, 2 entries: -0.234 -0.553

2 unconnected molecules or ions with the total composition C10H16. Source: the Open Molecules 2025 dataset; level of theory: wB97M-V/def2-TZVPD.

Element x y z (Å)
C 0.80019 -2.54058 -0.08974
C -1.39322 -1.07498 0.57419
C 1.78378 1.16612 -0.07314
H -1.49864 -0.75761 -2.84263
H -2.27496 -0.47575 0.75008
C 0.44106 -2.39424 1.24192
H -0.14071 1.89309 -0.81900
H 1.43487 3.52050 0.84860
C -1.08823 -1.25981 -0.77038
C 0.41825 3.14267 0.85844
H 0.23227 2.99292 1.91357
H 1.80524 -2.93970 -0.20497
H -0.30279 1.18422 0.71153
H -2.89027 -0.85011 -1.76347
H -1.11276 -1.68199 2.58901
C 0.06341 -1.95484 -1.11804
H -0.18592 3.89106 0.35483
C 0.39761 1.75876 0.11811
H 2.13450 1.11653 -1.09848
H 1.09652 -2.79049 2.00522
H 0.34156 -2.16584 -2.14135
C -1.85377 -0.52451 -1.85024
C -0.69011 -1.68361 1.59789
H -1.88843 0.54652 -1.66644
H 1.82553 0.17187 0.37948
H 2.54501 1.70981 0.49500

Charge: 0
Energy above the lowest of the compared OMol25 structures with the same formula, charge and spin (eV): 0.7775
LUMO level (eV): 1.01
SMILES string: Cc1ccccc1.CCC
DFT total energy (eV): -10628.9661
Orbital gap (Eh): 0.368
HOMO energy (eV): -9.00

natural (NBO) atomic charge list, values in e, 2 entries: -0.211 -0.218

A gas-phase ion, F2NO2S (charge -1). Source: the Open Molecules 2025 dataset; level of theory: wB97M-V/def2-TZVPD.

Element x y z (Å)
O 1.02853 -0.82909 1.05917
O -1.74435 1.14450 -0.35501
F -0.71833 -1.61061 -0.54824
F 1.92251 0.91713 -0.48022
S 0.50800 -0.29760 -0.16073
N -0.99636 0.67567 0.48503

Charge: -1
Energy above the lowest of the compared OMol25 structures with the same formula, charge and spin (eV): 0.3527
LUMO level (spin up / spin down) (eV): 3.37 / 3.35
SMILES string: O=S(F)(F)=N[O-]
DFT total energy (eV): -21853.7000
Orbital gap (spin up / spin down) (Eh): 0.274 / 0.273
HOMO energy (spin up / spin down) (eV): -4.08 / -4.09

natural (NBO) atomic charge list, values in e, 2 entries: -0.934 -0.285

What did the seventh record say?
2 unconnected molecules or ions with the total composition C10H16. Source: the Open Molecules 2025 dataset; level of theory: wB97M-V/def2-TZVPD.

Element x y z (Å)
C 0.80019 -2.54058 -0.08974
C -1.39322 -1.07498 0.57419
C 1.78378 1.16612 -0.07314
H -1.49864 -0.75761 -2.84263
H -2.27496 -0.47575 0.75008
C 0.44106 -2.39424 1.24192
H -0.14071 1.89309 -0.81900
H 1.43487 3.52050 0.84860
C -1.08823 -1.25981 -0.77038
C 0.41825 3.14267 0.85844
H 0.23227 2.99292 1.91357
H 1.80524 -2.93970 -0.20497
H -0.30279 1.18422 0.71153
H -2.89027 -0.85011 -1.76347
H -1.11276 -1.68199 2.58901
C 0.06341 -1.95484 -1.11804
H -0.18592 3.89106 0.35483
C 0.39761 1.75876 0.11811
H 2.13450 1.11653 -1.09848
H 1.09652 -2.79049 2.00522
H 0.34156 -2.16584 -2.14135
C -1.85377 -0.52451 -1.85024
C -0.69011 -1.68361 1.59789
H -1.88843 0.54652 -1.66644
H 1.82553 0.17187 0.37948
H 2.54501 1.70981 0.49500

Charge: 0
Energy above the lowest of the compared OMol25 structures with the same formula, charge and spin (eV): 0.7775
LUMO level (eV): 1.01
SMILES string: Cc1ccccc1.CCC
DFT total energy (eV): -10628.9661
Orbital gap (Eh): 0.368
HOMO energy (eV): -9.00

natural (NBO) atomic charge list, values in e, 2 entries: -0.211 -0.218